Molecular formula: C6H9N
Method: DFT, ωB97M-V/def2-TZVPD

Properties
LUMO level: 0.0342 hartree
Orbital gap: 8.963 eV
HOMO: -8.031 eV
Relative energy (zero: lowest compared OMol25 entry of this formula, charge and spin): 475.8 kJ/mol
Net charge: 0

Last columns: bonded neighbours and bond lengths (Å).
Element x y z (Å)
1 N -0.359 0.320 -0.807  C5 1.447, C6 1.578, C7 1.508
2 C 1.433 1.091 1.138  C7 1.461, H8 1.081, H11 1.128, H13 1.043
3 C -2.302 -0.209 1.182  C6 1.471, H14 1.090, H15 1.012, H16 1.200
4 C 1.132 -0.817 -2.370  C5 1.338, H9 1.180, H12 1.139
5 C 0.403 -0.828 -1.249  N1 1.447, C4 1.338, H10 1.039
6 C -0.987 0.150 0.631  N1 1.578, C3 1.471, C7 1.283
7 C 0.138 0.762 0.547  N1 1.508, C2 1.461, C6 1.283
8 H 1.345 1.372 2.178  C2 1.081
9 H 1.081 0.088 -3.126  C4 1.180
10 H 0.412 -1.683 -0.658  C5 1.039
11 H 2.286 0.428 0.813  C2 1.128
12 H 1.783 -1.696 -2.688  C4 1.139
13 H 1.701 2.032 0.777  C2 1.043
14 H -3.100 0.369 0.717  C3 1.090
15 H -2.328 -0.113 2.189  C3 1.012
16 H -2.637 -1.268 0.728  C3 1.200